[1]
DFT (ωB97M-V/def2-TZVPD) results for one molecule with the formula C3H9N3 in a non-equilibrium geometry.

SMILES   [H]/N=C(/N)CNC
LUMO   0.0341 Eh
ΔE to the lowest compared entry with this formula, charge and spin   22.0 kcal per mole

Cartesian coordinates (Å):
H -0.842 2.025 1.496
N 0.172 2.053 1.254
C 0.368 1.010 0.503
N 1.612 0.776 -0.001
C -0.711 -0.031 0.167
N -0.219 -1.018 -0.777
C -1.005 -2.265 -0.878
H 2.001 -0.139 -0.213
H 2.384 1.468 0.206
H -1.715 0.423 -0.153
H -0.977 -0.458 1.131
H 0.008 -0.573 -1.711
H -1.032 -2.764 0.130
H -2.036 -2.022 -1.268
H -0.660 -2.915 -1.702

***

[2]
DFT (ωB97M-V/def2-TZVPD) results for a 2-piece molecular cluster, H4P2S overall in a non-equilibrium geometry.

LUMO (alpha / beta)   -0.0532 / -0.0861 Eh
ΔE to the lowest compared entry with this formula, charge and spin   51.8 kcal per mole

Cartesian coordinates (Å):
P -0.788 -1.734 -0.258
P 0.590 -0.843 1.079
S 1.018 2.633 0.383
H 0.162 -2.106 -1.206
H -1.191 -0.582 -0.934
H -0.406 -0.188 1.812
H 0.614 2.819 -0.876

***

[3]
DFT (ωB97M-V/def2-TZVPD) results for C28H31IrNO7P4SSe3Te as an isolated structure in a non-equilibrium geometry.

LUMO (alpha / beta)   -0.1337 / -0.1346 Eh
Multiplicity   2
ΔE to the lowest compared entry with this formula, charge and spin   72.7 kcal per mole

Cartesian coordinates (Å):
Ir -0.068 -0.774 -1.150
Se -0.737 -3.222 -0.287
Se 1.717 -6.425 0.249
Te -0.222 -6.741 -1.124
Se -0.813 -4.471 -2.149
O 0.276 0.700 -3.714
P -1.167 0.960 -4.367
O -1.212 2.121 -5.238
O -2.089 1.079 -3.043
O -1.669 -0.359 -5.032
P -1.981 -1.757 -4.161
O -3.487 -1.495 -3.707
O -1.873 -2.918 -5.032
O -1.075 -1.672 -2.947
H 0.942 0.483 -4.385
H -3.628 -0.651 -3.257
C 3.675 -2.709 -1.891
S 4.350 -1.280 -2.757
C 3.227 0.021 -2.164
C 3.519 0.579 -0.765
C 2.240 1.071 -0.037
N 1.231 0.077 0.294
P -1.632 0.945 -1.459
C -1.011 2.614 -1.125
C -0.648 3.492 -2.143
C -0.027 4.694 -1.832
C 0.241 5.020 -0.512
C -0.121 4.149 0.507
C -0.745 2.953 0.203
C -3.257 0.885 -0.675
C -4.076 2.009 -0.593
C -5.288 1.927 0.071
C -5.679 0.729 0.657
C -4.864 -0.391 0.581
C -3.649 -0.312 -0.081
P 1.564 -1.261 1.242
C 2.635 -0.679 2.624
C 3.766 -1.415 2.953
C 4.594 -0.994 3.985
C 4.298 0.169 4.679
C 3.171 0.911 4.346
C 2.336 0.488 3.325
C 0.000 -1.460 2.189
C -0.173 -2.664 2.870
C -1.340 -2.907 3.580
C -2.342 -1.947 3.616
C -2.173 -0.746 2.941
C -1.008 -0.505 2.226
H 4.204 -3.592 -2.241
H 2.610 -2.806 -2.118
H 3.806 -2.610 -0.818
H 2.217 -0.413 -2.184
H 3.283 0.819 -2.904
H 4.209 1.420 -0.855
H 3.999 -0.180 -0.141
H 1.772 1.839 -0.664
H 2.554 1.544 0.899
H -0.837 3.245 -3.178
H 0.246 5.368 -2.633
H 0.735 5.953 -0.275
H 0.086 4.393 1.541
H -1.023 2.266 0.992
H -3.749 2.942 -1.036
H -5.923 2.800 0.145
H -6.621 0.673 1.187
H -5.162 -1.321 1.048
H -2.982 -1.167 -0.119
H 3.987 -2.325 2.407
H 5.472 -1.571 4.245
H 4.944 0.501 5.481
H 2.944 1.821 4.888
H 1.443 1.047 3.070
H 0.607 -3.416 2.822
H -1.469 -3.848 4.099
H -3.252 -2.133 4.171
H -2.952 0.006 2.969
H -0.875 0.427 1.693

***

[4]
DFT (ωB97M-V/def2-TZVPD) results for one molecule with the formula C5H6O in a non-equilibrium geometry.

SMILES   CC#C[C@H]1CO1
LUMO   0.0350 Eh
ΔE to the lowest compared entry with this formula, charge and spin   71.3 kcal per mole

Cartesian coordinates (Å):
C -0.236 2.948 -0.135
C 0.051 1.563 -0.030
C 0.271 0.390 0.120
C 0.529 -1.019 -0.143
C 0.060 -2.107 0.704
O -0.595 -1.845 -0.551
H -1.245 3.162 0.381
H 0.498 3.570 0.382
H -0.395 3.329 -1.145
H 1.520 -1.156 -0.560
H 0.750 -3.023 0.632
H -0.421 -1.773 1.627

***

| no. | electronic energy (Ha) | molecular weight (u) |
| --- | --- | --- |
| 1 | -283.94801 | 87.13 |
| 2 | -1083.16774 | 98.05 |
| 3 | -11007.50521 | 1206.22 |
| 4 | -269.23265 | 82.10 |